No. 1
{"formula": "C55H105N8O21", "method": "ωB97M-V/def2-TZVPD", "charge": 1, "gap_ev": 3.43, "multiplicity": 1, "max_force_ev_per_a": 9.24, "elements": ["C", "C", "C", "C", "C", "C", "N", "O", "C", "C", "C", "H", "H", "H", "H", "H", "H", "H", "H", "H", "H", "H", "H", "H", "H", "H", "H", "H", "H", "O", "C", "N", "C", "H", "H", "H", "H", "H", "O", "C", "N", "C", "H", "H", "H", "H", "H", "O", "C", "N", "C", "H", "H", "H", "H", "H", "O", "C", "N", "C", "H", "H", "H", "H", "H", "O", "C", "N", "C", "H", "H", "H", "H", "H", "O", "C", "N", "C", "H", "H", "H", "H", "H", "C", "C", "N", "C", "C", "C", "C", "H", "H", "H", "H", "H", "H", "H", "H", "H", "H", "H", "H", "H", "H", "H", "O", "C", "O", "C", "C", "C", "H", "H", "H", "H", "H", "H", "O", "C", "O", "C", "C", "C", "H", "H", "H", "H", "H", "H", "O", "C", "O", "C", "C", "C", "H", "H", "H", "H", "H", "H", "O", "C", "O", "C", "C", "C", "H", "H", "H", "H", "H", "H", "O", "C", "O", "C", "C", "C", "H", "H", "H", "H", "H", "H", "O", "C", "O", "C", "C", "C", "H", "H", "H", "H", "H", "H", "O", "C", "O", "C", "C", "C", "H", "H", "H", "H", "H", "H"], "positions_angstrom": [[-2.0827, -0.3835, -1.4535], [-1.2197, 0.0439, -0.2559], [-1.2114, -0.9657, 0.8560], [-0.6016, -2.2213, 0.3729], [0.8996, -2.0597, 0.0743], [1.2147, -0.8172, -0.9247], [0.1630, 0.3393, -0.7008], [0.4482, 1.6475, -0.9869], [1.0117, -1.1942, -2.3725], [2.7314, -0.2805, -0.6256], [-1.7999, 1.3200, 0.4730], [-3.1046, -0.1022, -1.1989], [-2.3333, -1.3690, -1.8459], [-1.8765, 0.1089, -2.4039], [-2.2216, -1.2557, 1.1451], [-0.7649, -0.6864, 1.8104], [-1.0469, -2.7339, -0.4797], [-0.8364, -2.9805, 1.1189], [1.2648, -3.0365, -0.2429], [1.3573, -1.8941, 1.0496], [1.9375, -1.5069, -2.8553], [0.7303, -0.3648, -3.0214], [0.2386, -1.9497, -2.5127], [3.5890, -0.8941, -0.9013], [2.8989, -0.0625, 0.4291], [2.8322, 0.5875, -1.2772], [-1.4577, 2.2384, -0.0040], [-1.3352, 1.3940, 1.4562], [-2.8709, 1.3682, 0.6696], [5.8098, 2.2257, -8.4956], [5.5726, 2.0181, -7.3444], [4.3422, 1.9413, -6.8059], [6.7632, 1.5382, -6.4360], [4.1387, 1.9218, -5.8168], [3.6838, 2.0719, -7.5606], [6.5747, 0.8086, -5.6484], [7.1908, 2.4654, -6.0544], [7.4754, 1.0090, -7.0691], [-4.6270, -1.8539, 5.0363], [-5.7286, -1.5322, 4.8308], [-6.7698, -2.1729, 5.3666], [-5.9573, -0.4205, 3.8797], [-7.6045, -1.6731, 5.6377], [-6.5266, -2.9985, 5.8952], [-6.4564, -0.6620, 2.9412], [-5.0303, -0.0320, 3.4579], [-6.4764, 0.3744, 4.4152], [3.1133, 3.6398, 2.5327], [2.9302, 4.8369, 2.7606], [2.1934, 5.6607, 1.9189], [3.6792, 5.4606, 3.8850], [1.8167, 5.3810, 1.0245], [1.9952, 6.5174, 2.4159], [3.6402, 6.5499, 3.8830], [4.6830, 5.0359, 3.8846], [3.2021, 5.2613, 4.8446], [-8.2439, -3.7211, -0.9652], [-7.6625, -4.7232, -0.4556], [-8.3427, -5.7731, -0.0159], [-6.1795, -4.8402, -0.6171], [-7.9137, -6.5803, 0.4136], [-9.2864, -5.9664, -0.3195], [-5.7491, -4.7759, 0.3823], [-5.8773, -4.1407, -1.3965], [-5.8981, -5.8157, -1.0140], [-4.1338, -7.0010, -5.8036], [-2.9548, -6.8602, -5.4384], [-2.1019, -7.7919, -5.7106], [-2.4664, -5.7334, -4.6723], [-1.1818, -7.7485, -5.2963], [-2.4086, -8.5056, -6.3561], [-3.2908, -5.1312, -4.2905], [-1.7148, -5.2470, -5.2941], [-1.8657, -6.1204, -3.8492], [5.8967, 5.4214, -2.2862], [6.6284, 5.2154, -1.3484], [6.2806, 4.2069, -0.4898], [7.8405, 6.1022, -1.1200], [6.9307, 4.1090, 0.2770], [5.4014, 3.7131, -0.5458], [7.9374, 6.4231, -0.0828], [7.6313, 6.9730, -1.7412], [8.7767, 5.6224, -1.4053], [4.0914, 1.4543, 8.3048], [2.7712, 1.7168, 8.9995], [1.7758, 1.6170, 7.9021], [0.5386, 2.3245, 8.3490], [-0.4852, 2.5460, 7.2767], [1.5074, 0.2063, 7.4730], [1.7319, 0.3074, 5.9520], [4.3221, 2.2500, 7.5965], [4.3125, 0.4478, 7.9496], [4.9452, 1.7033, 8.9351], [2.4745, 1.0633, 9.8199], [2.8767, 2.6746, 9.5089], [-0.0585, 1.6569, 8.9703], [0.7787, 3.2058, 8.9438], [-1.2748, 3.2415, 7.5610], [-0.2447, 2.7553, 6.2344], [-0.9706, 1.5702, 7.2597], [0.6034, -0.2681, 7.8548], [2.3804, -0.3442, 7.8235], [1.0952, 1.0875, 5.5348], [1.3817, -0.5631, 5.3972], [2.7152, 0.6476, 5.6271], [3.8813, -6.9362, -3.9317], [4.9828, -6.4392, -3.6894], [4.9719, -5.1878, -3.1154], [6.2698, -4.5826, -2.9633], [7.1395, -5.8583, -3.1977], [6.3623, -6.6991, -4.1437], [6.5000, -4.3478, -1.9240], [6.5628, -3.7564, -3.6110], [7.0767, -6.2579, -2.1855], [8.1200, -5.5443, -3.5557], [6.6343, -7.7526, -4.2095], [6.4431, -6.3385, -5.1691], [-0.2526, -4.7734, 5.4082], [-1.3030, -5.3333, 5.8302], [-2.1870, -5.8593, 4.9299], [-3.3485, -6.2333, 5.5938], [-3.2142, -5.9753, 7.1045], [-1.7011, -5.6702, 7.3297], [-3.5054, -7.2949, 5.4032], [-4.2182, -5.6757, 5.2464], [-3.4532, -6.8657, 7.6859], [-3.8891, -5.2191, 7.5055], [-1.2474, -6.5824, 7.7171], [-1.5243, -4.8281, 7.9989], [-9.9476, 1.8630, -6.6577], [-8.7266, 1.5949, -6.5968], [-7.9944, 1.3189, -7.6954], [-6.6580, 0.9380, -7.3740], [-6.5485, 1.0488, -5.8114], [-7.8203, 1.6809, -5.3473], [-5.9882, 1.5156, -8.0112], [-6.5267, -0.1152, -7.6223], [-5.6526, 1.6081, -5.5418], [-6.5202, 0.0821, -5.3087], [-7.5789, 2.7098, -5.0805], [-8.0673, 1.2710, -4.3679], [-2.0463, 4.6979, -3.7181], [-1.1371, 5.5202, -3.9050], [0.0845, 5.0647, -4.2264], [1.0387, 6.1269, -4.2794], [0.2464, 7.4902, -4.4432], [-1.0775, 7.0918, -3.8574], [1.8147, 5.7890, -4.9663], [1.4093, 6.2025, -3.2571], [0.1186, 7.8597, -5.4607], [0.7643, 8.2491, -3.8567], [-1.8856, 7.5189, -4.4512], [-1.2080, 7.5052, -2.8573], [5.4313, -5.9859, 5.4650], [5.5429, -5.2181, 4.4932], [6.1543, -4.1439, 4.7473], [6.3058, -3.3598, 3.6794], [5.5937, -4.1571, 2.5995], [4.8793, -5.3514, 3.1939], [7.3086, -3.0092, 3.4356], [5.6637, -2.4867, 3.7960], [6.2372, -4.5437, 1.8093], [4.8501, -3.5035, 2.1434], [4.9104, -6.2076, 2.5201], [3.8916, -5.0819, 3.5679], [-1.3624, -0.9239, -6.5535], [-1.1956, -0.3722, -7.6785], [-1.3052, -1.1560, -8.6496], [-1.5073, -0.4112, -9.8984], [-0.6363, 0.7585, -9.6214], [-0.8419, 1.0381, -8.1244], [-2.5488, -0.1300, -10.0544], [-1.0806, -0.9701, -10.7313], [-0.8122, 1.7058, -10.1310], [0.4090, 0.4749, -9.7436], [-1.6763, 1.6798, -7.8416], [-0.0308, 1.3949, -7.4897], [-2.7442, 6.9108, 1.7900], [-3.0570, 6.9508, 2.9472], [-3.8114, 5.9961, 3.4824], [-4.4197, 6.4046, 4.7117], [-3.5205, 7.5862, 5.1560], [-2.9618, 8.0963, 3.8850], [-4.4640, 5.5617, 5.4014], [-5.4645, 6.6394, 4.5087], [-2.6950, 7.2999, 5.8076], [-4.1466, 8.2472, 5.7553], [-1.9721, 8.4831, 4.1278], [-3.6180, 8.8892, 3.5262]]}

***

No. 2
{"formula": "C4H3CrLiO", "method": "ωB97M-V/def2-TZVPD", "relative_energy_kj_mol": 0.00, "s_squared": 8.769, "charge": 1, "gap_ev": [5.93, 9.21], "multiplicity": 6, "max_force_ev_per_a": 3.51, "elements": ["C", "C", "H", "Li", "O", "C", "C", "Cr", "H", "H"], "positions_angstrom": [[-0.2217, -1.1475, 1.4291], [-0.7824, -2.2130, 1.1879], [-1.2053, -3.1825, 0.9677], [-1.1277, -0.7335, -0.5534], [0.6757, 2.0803, 0.5610], [0.7256, 1.6783, -0.5973], [0.3586, 0.6597, -1.4011], [0.4592, 0.6673, 2.0578], [0.0217, 2.0997, -1.6749], [1.0964, 0.0912, -1.9766]]}

***

No. 3
{"formula": "C3H9NSi", "method": "ωB97M-V/def2-TZVPD", "relative_energy_kj_mol": 62.70, "gap_ev": 10.11, "multiplicity": 1, "smiles": "C=CC[SiH2]N", "max_force_ev_per_a": 4.90, "elements": ["C", "C", "C", "Si", "N", "H", "H", "H", "H", "H", "H", "H", "H", "H"], "positions_angstrom": [[-2.5647, -0.0908, 0.4709], [-1.6524, -0.2392, -0.4155], [-0.3677, 0.6271, -0.4363], [1.1403, -0.4346, 0.0450], [2.6862, 0.1838, 0.0033], [-3.4729, -0.5762, 0.3784], [-2.6448, 0.7231, 1.2298], [-1.6658, -1.0910, -1.2152], [-0.6444, 1.4211, 0.2808], [-0.3290, 0.9608, -1.5539], [1.0305, -0.9740, 1.4406], [1.2823, -1.2754, -1.1952], [3.3328, 0.0224, 0.7580], [2.9090, 0.8901, -0.6275]]}

***

No. 4
{"formula": "C4H7NO2", "method": "ωB97M-V/def2-TZVPD", "relative_energy_kj_mol": 566.02, "gap_ev": [8.76, 8.06], "multiplicity": 1, "max_force_ev_per_a": 2.78, "elements": ["C", "C", "C", "C", "N", "O", "O", "H", "H", "H", "H", "H", "H", "H"], "positions_angstrom": [[1.6024, -0.1311, 0.3926], [0.1803, 0.0461, 0.6175], [0.4447, 1.2697, -1.6674], [-0.7676, -1.0969, 0.4606], [2.3243, 0.2672, -0.5653], [1.7673, 1.0096, -1.6193], [0.0314, 2.5506, -1.5417], [2.2044, -0.6638, 1.1242], [-0.1075, 0.8215, 1.3160], [-0.1872, 0.6780, -2.3121], [-0.9193, -1.6015, 1.4223], [-0.3912, -1.8287, -0.2512], [-1.7433, -0.7479, 0.1240], [0.7411, 3.0916, -1.1668]]}

***

No. 5
{"formula": "C2H2O3", "method": "ωB97M-V/def2-TZVPD", "relative_energy_kj_mol": 554.83, "gap_ev": 10.05, "multiplicity": 1, "smiles": "O[C@]12O[C@H]1O2", "max_force_ev_per_a": 5.81, "elements": ["O", "C", "O", "C", "O", "H", "H"], "positions_angstrom": [[-1.2873, 0.8465, -0.3101], [0.2630, 0.4422, -0.2861], [1.0584, -0.4066, -1.0248], [1.4046, -0.1152, 0.4092], [1.3693, 1.3083, 0.1657], [-1.2659, 1.6132, -0.9966], [2.0483, -0.6841, 1.0660]]}

***

no.,E (Eh)
1,-4176.26469
2,-1280.99462
3,-463.90923
4,-361.66527
5,-302.91902